{
  "formula": "C40H44N3OPSTi",
  "method": "the ωB97M-V functional and the def2-TZVPD basis",
  "homo_lumo_gap_ev": [6.25, 5.00],
  "fmax_ev_per_a": 2.1,
  "homo_energy_ev": [-6.04, -4.79],
  "elements": ["C", "C", "H", "C", "N", "H", "H", "C", "P", "C", "C", "H", "C", "C", "H", "C", "C", "H", "H", "H", "C", "C", "H", "H", "C", "C", "C", "H", "H", "H", "C", "C", "C", "Ti", "H", "H", "H", "H", "C", "H", "H", "H", "H", "C", "C", "H", "C", "N", "H", "C", "H", "C", "C", "C", "C", "H", "H", "H", "H", "C", "C", "H", "H", "H", "C", "H", "C", "H", "C", "O", "H", "H", "H", "N", "H", "C", "C", "H", "S", "H", "H", "C", "H", "C", "H", "H", "C", "H", "C", "C", "C"],
  "positions_angstrom": [[-1.179, 2.810, -4.322], [-0.481, -2.520, 0.978], [-0.577, 3.582, -3.861], [1.116, -0.860, 1.583], [-0.575, -3.856, 0.721], [-0.928, -1.564, -1.758], [0.646, 2.816, 5.318], [0.458, -2.965, -2.630], [-0.100, 1.044, -2.416], [4.272, 0.716, 2.916], [-1.833, -4.514, 0.382], [-0.053, 0.965, 3.788], [3.052, 3.531, -3.359], [-2.844, 2.165, -5.936], [5.298, -2.507, 2.787], [-0.036, -1.695, -2.363], [4.649, -1.645, 2.692], [2.023, -4.109, -3.552], [-0.073, -3.835, -2.258], [4.304, 4.622, -1.998], [1.829, -0.725, -3.540], [1.284, 2.229, -2.358], [3.252, -2.109, -4.345], [1.449, -4.189, 0.366], [0.021, 2.993, 4.440], [0.642, -0.569, -2.829], [1.699, 2.650, -1.097], [0.426, -5.619, 0.303], [-4.398, 0.391, 1.429], [6.122, -0.256, 3.415], [1.634, -3.117, -3.351], [-2.046, 3.142, -5.355], [1.971, 2.670, -3.488], [-1.305, 0.784, 0.708], [-2.429, -3.825, -0.212], [-0.644, 3.831, 4.663], [-1.592, -5.368, -0.253], [2.383, 0.142, -3.878], [2.980, 0.560, 2.440], [1.658, 2.350, -4.476], [-4.397, 3.256, -0.911], [-3.401, 0.091, -5.926], [1.892, -5.640, 2.318], [-1.482, 1.214, 5.362], [-2.272, 2.925, 0.769], [1.171, 2.293, -0.223], [2.505, -0.702, 2.087], [-0.917, 0.980, -1.107], [2.322, 1.413, 2.339], [-2.641, -4.979, 1.591], [1.180, -4.104, 2.852], [0.619, -4.696, 0.851], [3.355, -1.804, 2.218], [-1.716, 1.910, 2.931], [-1.415, 2.840, 1.910], [0.685, 3.288, 3.625], [2.982, -2.780, 1.939], [-0.772, 1.137, 6.188], [-0.594, 3.527, 1.994], [3.459, 3.952, -2.098], [5.111, -0.383, 3.044], [3.103, 3.825, 0.017], [4.626, 1.703, 3.189], [-2.100, 4.167, -5.701], [2.323, -1.996, -3.801], [-2.076, -5.693, 2.197], [-0.769, 1.726, 4.109], [-2.009, 3.607, -0.020], [2.785, 3.508, -0.970], [0.444, 0.200, 1.475], [-3.565, -5.466, 1.265], [3.577, 3.872, -4.243], [-1.856, -0.505, -4.101], [0.740, -2.107, 1.301], [-2.280, 1.898, 5.666], [-1.908, 0.521, -4.450], [-1.097, 1.495, -3.869], [-3.519, 2.423, -6.742], [-1.946, -1.586, 0.900], [0.191, -5.574, 2.798], [-5.183, 1.715, -0.522], [-2.768, 1.036, 2.720], [-2.960, 0.238, 3.417], [0.988, -5.023, 2.296], [-2.903, -4.122, 2.215], [-3.674, 1.737, -1.456], [-3.402, 2.121, 0.615], [-1.917, 0.224, 5.218], [-2.777, 0.855, -5.480], [-4.221, 2.214, -0.640], [-3.596, 1.099, 1.551]],
  "atomic_forces_ev_per_a": [[-0.1, -0.1, 0.0], [-1.0, -0.3, 0.0], [0.0, 0.0, 0.0], [-0.7, -0.5, -0.2], [0.2, 0.5, 0.1], [0.0, 0.0, -0.1], [0.0, 0.0, 0.0], [0.0, 0.0, 0.0], [0.1, 0.0, 0.1], [0.1, 0.1, 0.0], [-0.1, 0.0, 0.0], [0.1, -0.1, 0.0], [0.0, 0.0, 0.0], [0.0, 0.0, 0.0], [0.0, 0.0, 0.0], [0.1, -0.1, 0.0], [0.0, 0.0, 0.0], [0.0, 0.0, 0.0], [0.0, 0.0, 0.0], [0.0, 0.0, 0.0], [0.0, -0.1, 0.0], [0.0, -0.1, 0.0], [0.0, 0.0, 0.0], [0.1, 0.0, 0.0], [0.1, 0.0, 0.0], [0.0, 0.0, 0.0], [0.1, 0.1, -0.1], [0.0, 0.0, 0.0], [-0.2, 0.0, 0.0], [-0.1, 0.0, 0.0], [0.0, 0.1, 0.0], [0.0, 0.0, 0.0], [0.0, 0.0, 0.0], [-1.9, 1.0, 0.0], [0.0, 0.0, 0.0], [0.0, 0.0, 0.0], [0.1, 0.0, 0.0], [0.0, 0.0, 0.0], [-0.1, 0.0, 0.0], [0.0, 0.0, 0.0], [0.0, 0.0, 0.0], [0.0, 0.0, 0.0], [-0.1, 0.1, 0.0], [0.0, 0.0, 0.0], [-0.3, -0.1, -0.1], [-0.1, 0.0, 0.1], [0.5, -0.2, 0.1], [0.0, 0.1, -0.1], [0.0, 0.0, 0.0], [0.1, 0.0, 0.1], [0.0, -0.1, 0.0], [0.0, 0.0, 0.1], [-0.1, 0.1, 0.0], [0.1, 0.0, 0.0], [0.5, -0.5, -0.1], [-0.1, 0.0, 0.1], [0.0, 0.0, 0.0], [0.0, 0.0, 0.0], [0.1, 0.1, 0.1], [0.0, 0.0, 0.0], [0.0, 0.0, 0.0], [0.0, 0.0, -0.1], [0.0, 0.0, 0.0], [0.0, 0.0, 0.0], [0.0, 0.0, 0.0], [0.0, 0.1, -0.1], [-0.2, 0.1, 0.1], [0.0, 0.2, -0.1], [0.0, 0.0, 0.0], [0.9, -0.1, 0.3], [0.1, 0.1, 0.0], [0.0, 0.0, 0.0], [0.0, 0.1, 0.0], [0.8, 0.3, 0.2], [0.0, 0.0, 0.0], [0.0, 0.0, -0.1], [0.1, 0.1, 0.0], [0.0, 0.0, 0.0], [0.4, -0.3, 0.0], [0.0, 0.0, 0.0], [0.0, 0.0, 0.0], [0.3, 0.0, 0.2], [0.0, -0.1, 0.1], [0.0, 0.0, 0.0], [0.0, -0.1, 0.0], [0.0, 0.0, 0.0], [0.3, 0.0, 0.2], [0.0, 0.1, 0.0], [0.0, 0.0, 0.1], [0.0, 0.0, 0.0], [0.2, -0.1, -0.7]],
  "mulliken_charge": [-0.401, -0.047, 0.428, -0.768, 0.761, 0.516, 0.436, -0.815, 1.039, -1.062, -1.038, -0.644, -0.861, -0.408, 0.422, -0.299, -0.776, 0.411, 0.401, 0.396, -0.443, 0.252, 0.426, 0.424, -1.688, 0.484, -0.315, 0.468, 0.275, 0.392, -0.766, -0.846, -0.402, -0.210, 0.533, 0.405, 0.556, 0.323, -0.099, 0.553, 0.420, 0.415, 0.367, -1.608, -1.485, 0.307, 0.730, 0.146, 0.447, -1.216, 0.222, -0.652, -0.168, 1.310, -0.395, 0.261, 0.346, 0.429, 0.408, -0.637, -0.402, 0.457, 0.426, 0.407, -0.701, 0.281, 1.750, 0.193, -0.842, 0.639, 0.415, 0.405, 0.342, 0.188, 0.373, -0.435, 0.494, 0.389, -0.357, 0.333, 0.411, -0.263, 0.101, -1.237, 0.243, 0.125, 1.819, 0.338, -0.737, -1.521, -1.292]
}